[1]
Molecular formula: C36H37CaF5N3OP2S
Method: DFT, ωB97M-V/def2-TZVPD

The geometry in ORCA input format:
```
! wB97M-V def2-TZVPD RIJCOSX def2/J DEFGRID3
* xyz 1 1
Ca -0.8220 0.5741 0.0632
N -0.1762 0.3840 2.3478
C 1.1839 0.8750 2.6314
C 2.1145 0.3888 1.5343
N 1.6345 0.9294 0.2488
H -0.8332 0.8643 2.9568
H -0.2194 -0.6011 2.5944
H 1.5537 0.5502 3.6066
H 1.1620 1.9677 2.6305
H 2.0765 -0.7038 1.4823
H 3.1446 0.6766 1.7586
H 2.2145 0.5721 -0.5034
H 1.7725 1.9375 0.2533
C 1.9132 -6.3285 -3.5932
S 0.1094 -6.4067 -3.4128
C -0.3878 -4.9724 -4.4353
C -0.8883 -3.7831 -3.6179
C 0.1785 -3.3064 -2.6295
N -0.1360 -2.1013 -1.8287
P 0.1719 -0.5108 -2.4121
C -0.2841 -0.5728 -4.1790
C -1.5628 -0.1278 -4.5144
C -2.0133 -0.2137 -5.8222
C -1.1879 -0.7439 -6.8026
C 0.0929 -1.1726 -6.4782
C 0.5504 -1.0806 -5.1735
C 1.9948 -0.4331 -2.5724
C 2.5283 0.6921 -3.2065
C 3.8997 0.8643 -3.2920
C 4.7555 -0.0760 -2.7294
C 4.2334 -1.1820 -2.0763
C 2.8576 -1.3592 -1.9962
P -1.0962 -2.1346 -0.4011
C -2.3205 -3.4526 -0.6784
C -2.0482 -4.7965 -0.4360
C -3.0024 -5.7578 -0.7305
C -4.2342 -5.3819 -1.2474
C -4.5209 -4.0408 -1.4631
C -3.5684 -3.0770 -1.1777
C -0.0674 -2.9277 0.8920
C 1.1881 -3.4966 0.7164
C 1.8840 -4.0111 1.8035
C 1.3357 -3.9582 3.0755
C 0.0711 -3.4118 3.2607
C -0.6249 -2.9048 2.1748
H 2.3123 -7.2218 -3.1181
H 2.3153 -5.4422 -3.1034
H 2.1775 -6.3337 -4.6483
H -1.1834 -5.3254 -5.0889
H 0.4689 -4.6975 -5.0526
H -1.7876 -4.0807 -3.0840
H -1.1586 -2.9820 -4.3049
H 1.1001 -3.1001 -3.1820
H 0.3790 -4.1307 -1.9422
H -2.2012 0.2838 -3.7397
H -3.0041 0.1378 -6.0783
H -1.5375 -0.8118 -7.8243
H 0.7402 -1.5754 -7.2465
H 1.5552 -1.4059 -4.9358
H 1.8585 1.4251 -3.6443
H 4.3068 1.7364 -3.7865
H 5.8265 0.0557 -2.8058
H 4.8962 -1.9054 -1.6187
H 2.4477 -2.2185 -1.4816
H -1.0920 -5.0993 -0.0303
H -2.7817 -6.8021 -0.5536
H -4.9759 -6.1365 -1.4738
H -5.4892 -3.7493 -1.8484
H -3.7832 -2.0275 -1.3473
H 1.6227 -3.5619 -0.2728
H 2.8564 -4.4617 1.6513
H 1.8806 -4.3611 3.9187
H -0.3640 -3.3800 4.2515
H -1.6337 -2.5187 2.3034
F -2.9031 5.3424 0.1789
C -2.7607 4.0022 0.1518
C -1.6508 3.3669 0.9340
F -0.6479 2.7617 0.1553
C -2.2113 2.5728 1.9538
F -2.8905 3.3274 2.8558
C -3.0611 1.7978 1.0363
O -2.8355 0.6900 0.5419
C -3.8898 2.9009 0.3060
F -5.1968 3.0148 0.5689
C -3.2272 3.1755 -0.9340
F -2.5019 2.2950 -1.6848
*
```

The calculation puts the gap between HOMO and LUMO at 6.97 eV. The calculation puts the HOMO energy at -10.7 eV. Its total energy is -3891.04413 hartree. Its LUMO energy is -3.739 eV.

***

[2]
Molecular formula: C17H28O4S2
Method: DFT, ωB97M-V/def2-TZVPD

The geometry in ORCA input format:
```
! wB97M-V def2-TZVPD RIJCOSX def2/J DEFGRID3
* xyz 0 1
C -2.8630 -1.8649 1.9019
C -4.0125 -0.8888 1.6736
C -4.5151 -0.8593 0.2303
C -3.4781 -0.3993 -0.7741
S -2.9440 1.3264 -0.4732
O -3.9518 2.0248 0.2778
O -2.5517 1.8735 -1.7464
C -1.4583 1.2015 0.5275
C -0.2978 1.5173 -0.0151
C 1.0200 1.4882 0.6753
C 2.1226 0.8049 -0.1373
S 2.6846 -0.7179 0.7036
O 3.8413 -1.2156 0.0079
O 2.8464 -0.4475 2.1098
C 1.3132 -1.9396 0.6204
C 0.4869 -2.0293 -0.6519
C 1.1667 -2.7463 -1.8226
C 2.1765 -1.8926 -2.5787
C 3.2620 1.8430 -0.1773
C 2.7417 2.9248 -1.0936
C 1.7654 3.5519 -0.4492
C 1.6285 2.9097 0.9073
C 3.0849 2.5200 1.1856
H -1.9678 -1.5650 1.3615
H -2.6166 -1.9126 2.9600
H -3.1438 -2.8640 1.5745
H -3.7215 0.1213 1.9620
H -4.8480 -1.1800 2.3134
H -5.3596 -0.1704 0.1776
H -4.8674 -1.8547 -0.0541
H -3.8804 -0.3860 -1.7841
H -2.5707 -0.9961 -0.7605
H -1.6021 0.9032 1.5499
H -0.3035 1.8441 -1.0476
H 0.9289 0.9963 1.6476
H 1.8259 0.4924 -1.1339
H 0.6944 -1.6552 1.4681
H 1.8003 -2.8866 0.8445
H 0.1629 -1.0324 -0.9613
H -0.4152 -2.5957 -0.3964
H 0.3876 -3.0662 -2.5195
H 1.6623 -3.6440 -1.4491
H 2.5839 -2.4593 -3.4124
H 1.6990 -1.0013 -2.9829
H 2.9990 -1.6033 -1.9316
H 4.2301 1.4104 -0.4120
H 3.0827 3.0752 -2.1006
H 1.1284 4.3390 -0.8067
H 1.1017 3.4848 1.6631
H 3.2074 1.8355 2.0214
H 3.7334 3.3856 1.3075
*
```

The calculation puts the gap between HOMO and LUMO at 10.28 eV. The value obtained for the energy relative to the best compared isomer or geometry (same formula, charge and spin) is 19.18 kcal per mole. The calculation puts the HOMO energy at -9.7 eV. Its total energy is -1761.83419 hartree. Its structure (SMILES) is CCCCS(=O)(=O)/C=C/[C@H]1[C@H](S(=O)(=O)CCCC)[C@H]2C=C[C@@H]1C2. Its LUMO energy is 0.550 eV.

***

[3]
Molecular formula: C15H26N5O3
Method: DFT, ωB97M-V/def2-TZVPD

The geometry in ORCA input format:
```
! wB97M-V def2-TZVPD RIJCOSX def2/J DEFGRID3
* xyz 1 1
C 6.3814 -2.9557 1.5669
C 7.2341 -2.4404 0.4288
O 7.5583 -1.0530 0.5459
C 6.8950 -0.2076 -0.3488
C 5.4468 -0.0430 -0.0159
N 4.4700 -0.0477 -0.9049
C 3.3298 0.1223 -0.2017
N 2.1313 0.1695 -0.7511
C 0.8600 0.3012 -0.0383
C -0.0845 -0.8954 -0.2759
C -1.4985 -0.4874 -0.6924
C -2.3867 -0.2365 0.5123
O -3.7100 0.0660 0.0836
C -4.6783 -0.5502 0.8430
C -5.2186 -1.8078 0.2491
O -5.0696 -0.0658 1.8462
N 3.6173 0.2187 1.1155
N 4.9781 0.1199 1.2241
H 6.7653 -2.6247 2.5283
H 6.4228 -4.0436 1.5564
H 5.3297 -2.6863 1.4754
H 8.1814 -2.9759 0.4274
H 6.7574 -2.6478 -0.5315
H 6.9302 -0.5832 -1.3727
H 7.3868 0.7623 -0.3269
H 2.0976 0.0766 -1.7536
H 1.0774 0.3796 1.0226
H 0.3847 1.2205 -0.3705
H 0.3487 -1.5162 -1.0588
H -0.1056 -1.5154 0.6187
H -1.4595 0.4013 -1.3202
H -1.9391 -1.2863 -1.2858
H -1.9998 0.6099 1.0829
H -2.3748 -1.1312 1.1366
H -4.5208 -2.2785 -0.4333
H -6.1163 -1.5378 -0.3069
H -5.5165 -2.4663 1.0576
H 2.9969 0.3426 1.8965
H 5.4898 0.1329 2.0923
N -7.1487 2.7281 -0.3023
C -7.6284 3.8817 -0.8590
C -6.7411 4.2837 -1.8203
C -5.6833 3.3336 -1.8427
C -5.9642 2.3863 -0.8943
H -7.5928 2.2153 0.4364
H -8.5545 4.3165 -0.5257
H -6.8378 5.1603 -2.4380
H -4.8170 3.3458 -2.4828
H -5.4243 1.5089 -0.5923
*
```

The calculation puts the gap between HOMO and LUMO at 6.60 eV. The value obtained for the energy relative to the best compared isomer or geometry (same formula, charge and spin) is 88.74 kcal per mole. The calculation puts the HOMO energy at -9.5 eV. Its total energy is -1086.40017 hartree. Its LUMO energy is -2.905 eV.